DFT (wB97M-V/def2-TZVPD) results for the molecule C8H7N3 at a distorted geometry.

Geometry as ORCA input:
```
! RIJCOSX wB97M-V def2-TZVPD def2/J DEFGRID3
* xyz 0 1
H -2.212 -0.907 2.972
N 2.460 0.573 -2.649
N 1.677 1.569 -2.753
C -0.687 0.894 0.657
H 0.337 -1.943 -0.436
H -0.600 2.009 0.686
C 0.915 0.437 -1.161
H 0.019 2.123 -2.001
C 2.053 -0.222 -1.579
C -1.570 0.604 1.755
C -0.062 -1.363 0.261
H -2.003 1.395 2.412
H -1.021 -2.996 1.444
C -1.738 -0.726 2.063
C -1.085 -1.746 1.313
C -0.007 -0.009 0.041
N 0.731 1.493 -1.844
H 2.793 -1.186 -1.183
*
```

Calculated values
- Structure (SMILES): c1ccc(-c2cnn[nH]2)cc1
- ΔE to the lowest compared entry with this formula, charge and spin: 95.5 kcal per mole
- Highest occupied orbital energy: -9.2 eV
- Kohn-Sham gap: 9.8 eV
- LUMO level: 0.583 eV
- DFT total energy: -473.1769 a.u.